# 1
Molecular formula: H8LiO4
Method: DFT, ωB97M-V/def2-TZVPD

Summary:
* HOMO-LUMO gap (alpha / beta): 15.12 / 4.25 eV
* energy above the lowest of the compared OMol25 structures with the same formula, charge and spin: 0.0 kcal/mol
* electronic energy: -312.5662 hartree
* E_HOMO (alpha / beta): -22.7378 / -20.9021 eV
* net charge: +2
* <S²>: 0.756
* multiplicity: 2

Cartesian coordinates (Å):
Li (-0.004, -0.042, -0.077)
O (1.532, 1.290, -0.340)
H (1.853, 1.348, -1.239)
H (2.238, 1.658, 0.191)
O (-0.642, -0.005, 1.812)
H (-0.701, -0.544, 2.601)
H (-0.777, 0.890, 2.122)
O (-1.600, 0.569, -1.037)
H (-2.286, -0.089, -1.154)
H (-2.069, 1.404, -1.018)
O (0.584, -1.890, -0.463)
H (1.433, -2.191, -0.138)
H (0.439, -2.399, -1.261)

***

# 2
Molecular formula: C5H12N2
Method: DFT, ωB97M-V/def2-TZVPD

Summary:
* HOMO-LUMO gap: 9.53 eV
* energy above the lowest of the compared OMol25 structures with the same formula, charge and spin: 39.6 kcal/mol
* electronic energy: -306.5079 hartree
* SMILES: C=[NH+]C(=C)CC[NH3+]
* E_HOMO: -18.3321 eV
* net charge: +2

Cartesian coordinates (Å):
C (-1.072, 0.893, 2.679)
N (-0.853, -0.074, 1.863)
C (-0.673, 0.061, 0.440)
C (-1.729, 0.078, -0.386)
C (0.739, 0.211, -0.141)
C (0.903, -0.757, -1.373)
N (1.971, -0.359, -2.384)
H (-0.783, 1.927, 2.451)
H (-1.503, 0.795, 3.676)
H (-0.618, -0.958, 2.327)
H (-1.613, 0.769, -1.222)
H (-2.729, -0.111, -0.008)
H (1.591, -0.056, 0.489)
H (0.711, 1.223, -0.559)
H (0.029, -0.616, -2.024)
H (1.013, -1.819, -1.183)
H (2.315, 0.607, -2.304)
H (1.601, -0.318, -3.339)
H (2.808, -0.948, -2.435)

***

# 3
Molecular formula: C53H63BF4N3O5
Method: DFT, ωB97M-V/def2-TZVPD

Summary:
* HOMO-LUMO gap: 7.05 eV
* electronic energy: -3021.7881 hartree
* E_HOMO: -10.8606 eV
* net charge: +1

Cartesian coordinates (Å):
C (1.791, -0.528, 3.460)
C (0.331, -1.148, 3.847)
C (-0.666, 0.121, 3.948)
C (-2.227, -0.278, 4.033)
C (-3.082, 0.666, 3.045)
C (-2.892, 2.247, 3.314)
C (-2.850, 3.099, 1.926)
C (-1.484, 2.892, 1.096)
C (-0.366, 4.023, 1.476)
C (0.583, 4.371, 0.230)
C (1.726, 5.457, 0.540)
C (3.183, 4.844, 0.821)
C (3.647, 3.831, -0.347)
C (5.112, 4.135, -0.947)
C (5.312, 3.493, -2.436)
C (5.838, 1.963, -2.301)
C (4.815, 0.894, -2.982)
C (3.347, 0.957, -2.266)
C (2.384, -0.220, -2.696)
C (1.911, -0.551, -4.121)
B (2.164, 0.146, -5.565)
O (3.454, 0.485, -6.120)
N (0.923, 0.402, -6.390)
C (1.224, 1.303, -7.550)
C (0.038, 1.206, -5.436)
N (1.054, -1.737, -4.202)
C (0.950, -2.157, -2.835)
N (1.699, -1.270, -1.951)
C (1.715, -1.473, -0.492)
F (2.229, -0.412, 0.271)
F (2.313, -2.750, -0.188)
C (0.157, -1.633, -0.024)
F (-0.322, -2.965, -0.130)
F (-0.672, -0.662, -0.686)
H (1.674, 0.278, 2.644)
H (2.148, 0.040, 4.401)
H (2.537, -1.331, 3.126)
H (0.385, -1.750, 4.834)
H (-0.067, -1.865, 3.046)
H (-0.433, 0.760, 4.873)
H (-0.542, 0.782, 3.009)
H (-2.606, -0.212, 5.116)
H (-2.376, -1.360, 3.695)
H (-2.813, 0.497, 1.931)
H (-4.201, 0.404, 3.169)
H (-3.857, 2.596, 3.852)
H (-2.029, 2.509, 4.014)
H (-3.033, 4.204, 2.193)
H (-3.737, 2.740, 1.300)
H (-1.745, 3.043, -0.021)
H (-1.091, 1.825, 1.210)
H (0.219, 3.593, 2.359)
H (-0.963, 4.953, 1.770)
H (0.961, 3.380, -0.199)
H (-0.096, 4.835, -0.586)
H (1.404, 6.027, 1.491)
H (1.811, 6.204, -0.342)
H (4.002, 5.635, 0.983)
H (3.102, 4.242, 1.805)
H (2.891, 3.886, -1.221)
H (3.656, 2.781, 0.110)
H (5.363, 5.251, -1.027)
H (5.874, 3.628, -0.245)
H (4.362, 3.550, -3.072)
H (6.128, 4.068, -3.011)
H (6.815, 1.885, -2.915)
H (6.107, 1.697, -1.222)
H (4.783, 1.158, -4.091)
H (5.226, -0.158, -2.765)
H (3.554, 1.064, -1.153)
H (2.860, 1.944, -2.620)
H (3.942, -0.336, -6.386)
H (0.263, 1.323, -8.201)
H (1.371, 2.388, -7.187)
H (2.056, 0.936, -8.236)
H (0.716, 1.906, -4.818)
H (-0.552, 0.522, -4.728)
H (-0.709, 1.862, -6.013)
H (0.667, -2.127, -5.076)
H (0.320, -3.067, -2.579)
H (0.142, -1.339, 1.090)
C (-0.394, -2.352, -7.736)
C (0.740, -2.663, -8.486)
C (0.922, -3.954, -8.969)
C (-0.024, -4.943, -8.693)
C (-1.145, -4.639, -7.923)
C (-1.335, -3.337, -7.453)
C (-2.131, -5.691, -7.581)
O (-3.113, -5.423, -6.911)
C (-1.900, -7.071, -8.060)
C (-2.789, -8.085, -7.699)
C (-2.587, -9.383, -8.155)
C (-1.502, -9.673, -8.981)
C (-0.611, -8.667, -9.338)
C (-0.803, -7.366, -8.871)
C (0.171, -6.311, -9.228)
O (1.123, -6.563, -9.946)
H (-0.540, -1.342, -7.367)
H (1.480, -1.897, -8.695)
H (1.804, -4.189, -9.557)
H (-2.213, -3.091, -6.864)
H (-3.638, -7.866, -7.059)
H (-3.277, -10.171, -7.869)
H (-1.350, -10.685, -9.342)
H (0.235, -8.900, -9.978)
C (-6.544, 2.487, 11.299)
C (-6.179, 1.798, 12.453)
C (-4.927, 1.198, 12.540)
C (-4.040, 1.275, 11.465)
C (-4.416, 1.944, 10.300)
C (-5.666, 2.561, 10.223)
C (-3.504, 1.991, 9.135)
O (-3.829, 2.579, 8.117)
C (-2.194, 1.306, 9.220)
C (-1.349, 1.293, 8.111)
C (-0.111, 0.663, 8.186)
C (0.291, 0.053, 9.372)
C (-0.551, 0.059, 10.478)
C (-1.800, 0.678, 10.401)
C (-2.704, 0.648, 11.573)
O (-2.355, 0.111, 12.610)
H (-7.517, 2.963, 11.236)
H (-6.869, 1.731, 13.288)
H (-4.646, 0.667, 13.444)
H (-5.958, 3.094, 9.324)
H (-1.654, 1.770, 7.184)
H (0.543, 0.650, 7.319)
H (1.260, -0.433, 9.433)
H (-0.235, -0.422, 11.399)

***

# 4
Molecular formula: C4H14N2O2
Method: DFT, ωB97M-V/def2-TZVPD

Summary:
* HOMO-LUMO gap: 9.55 eV
* energy above the lowest of the compared OMol25 structures with the same formula, charge and spin: 17.6 kcal/mol
* electronic energy: -420.7770 hartree
* SMILES: NCC[C@@H](N)CO.O
* E_HOMO: -8.8702 eV
* net charge: 0

Cartesian coordinates (Å):
N (-1.579, -0.904, 1.710)
C (-1.273, -1.483, 0.411)
C (-1.108, -0.478, -0.714)
C (0.210, 0.297, -0.654)
N (1.291, -0.432, -1.334)
C (0.051, 1.701, -1.226)
O (1.152, 2.553, -0.921)
H (-0.750, -0.698, 2.259)
H (-2.194, -0.108, 1.722)
H (-0.340, -2.026, 0.533)
H (-2.057, -2.197, 0.162)
H (-1.112, -1.030, -1.656)
H (-1.920, 0.238, -0.825)
H (0.565, 0.396, 0.366)
H (1.056, -1.003, -2.133)
H (2.062, 0.191, -1.536)
H (-0.057, 1.735, -2.307)
H (-0.845, 2.148, -0.784)
H (1.354, 2.472, 0.017)
O (1.609, -0.138, 2.283)
H (1.991, -0.526, 3.077)
H (1.895, -0.708, 1.549)

***

# 5
Molecular formula: C17H13N6OSSeZn
Method: DFT, ωB97M-V/def2-TZVPD

Summary:
* HOMO-LUMO gap: 6.63 eV
* energy above the lowest of the compared OMol25 structures with the same formula, charge and spin: 0.2 kcal/mol
* electronic energy: -5638.1876 hartree
* E_HOMO: -10.9260 eV
* net charge: +1

Cartesian coordinates (Å):
Zn (-0.210, -0.475, -0.175)
O (-0.907, 0.426, 1.449)
N (-2.189, 0.186, 1.747)
C (-2.669, 0.871, 2.814)
C (-3.956, 0.709, 3.237)
C (-4.776, -0.183, 2.542)
C (-4.272, -0.863, 1.465)
C (-2.946, -0.688, 1.038)
S (-2.303, -1.546, -0.318)
H (-1.941, 1.526, 3.264)
H (-4.306, 1.269, 4.091)
H (-5.802, -0.337, 2.848)
H (-4.884, -1.559, 0.909)
N (-0.847, 1.856, -3.508)
C (-1.105, 0.953, -2.549)
N (-0.041, 0.670, -1.832)
C (0.997, 1.442, -2.363)
C (2.346, 1.516, -2.016)
C (3.139, 2.374, -2.747)
C (2.617, 3.140, -3.805)
C (1.289, 3.062, -4.166)
C (0.496, 2.195, -3.420)
H (-1.520, 2.205, -4.169)
H (-2.078, 0.518, -2.383)
H (2.752, 0.915, -1.217)
H (4.190, 2.459, -2.510)
H (3.275, 3.799, -4.353)
H (0.891, 3.641, -4.988)
Se (2.901, 0.594, 2.159)
N (3.354, -0.941, 2.923)
C (2.691, -1.893, 2.299)
C (2.676, -3.292, 2.617)
C (1.859, -4.082, 1.882)
C (1.040, -3.530, 0.832)
N (1.056, -2.280, 0.480)
C (1.884, -1.470, 1.204)
N (1.859, -0.185, 0.932)
H (3.289, -3.675, 3.421)
H (1.789, -5.143, 2.070)
H (0.362, -4.185, 0.296)

***

# 6
Molecular formula: C3H3Cl2F3
Method: DFT, ωB97M-V/def2-TZVPD

Summary:
* HOMO-LUMO gap (alpha / beta): 9.02 / 8.06 eV
* energy above the lowest of the compared OMol25 structures with the same formula, charge and spin: 107.1 kcal/mol
* electronic energy: -1335.9496 hartree
* E_HOMO (alpha / beta): -9.2226 / -8.3752 eV
* net charge: 0

Cartesian coordinates (Å):
C (0.440, 0.559, -0.922)
C (1.454, -0.378, -0.534)
C (-1.932, -0.411, 0.216)
F (0.029, 0.537, -2.218)
F (2.469, 0.290, -0.009)
F (0.990, -1.089, 0.596)
Cl (-2.317, -1.232, -1.173)
Cl (-2.955, 0.931, 0.763)
H (0.151, 1.438, -0.368)
H (1.703, -1.069, -1.338)
H (-1.187, -0.778, 1.012)

***

Which of these has the highest electronic energy? C5H12N2